[1]
A cluster of 2 separate species, C3H8O2 in total. Source: the OMol25 dataset; level of theory: ωB97M-V with the def2-TZVPD basis set.

Last column: Mulliken charge in e.
Geometry (Å):
H  2.29773  -0.74324  1.00543  0.323
H  0.58544  0.96201  -0.81460  0.193
O  -2.20930  -0.27870  -1.46108  -0.526
H  1.95825  0.02086  -1.40395  0.255
H  2.17504  1.35229  -0.24622  0.308
C  1.55509  0.53671  -0.52212  -0.752
H  -1.83198  1.26508  -0.10753  0.396
O  -2.45562  -0.44457  0.79916  -0.395
H  0.79060  0.08256  1.48916  0.250
C  -2.13717  0.21878  -0.32857  0.195
H  0.71808  -1.26080  0.39823  0.258
H  -2.77402  -1.30289  0.53079  0.322
C  1.32786  -0.40811  0.66132  -0.828

Calculated values
F_max: 3.32 eV/Å
Energy relative to the best compared isomer or geometry (same formula, charge and spin): 10.4 kcal/mol
HOMO energy: -0.405 hartree
SMILES string: O=CO.CC
DFT total energy: -269.57824 a.u.


[2]
A cluster of 8 separate species, C14H9Cl28NO5 in total. Source: the OMol25 dataset; level of theory: ωB97M-V with the def2-TZVPD basis set.

Last column: Mulliken charge in e.
Geometry (Å):
Cl  -8.67743  1.62034  -3.92805  -0.106
O  -2.05141  -2.20890  -0.72385  -0.294
Cl  -0.50885  -9.16289  0.19049  -0.111
O  -2.49553  1.68771  -1.30549  -0.565
Cl  7.42056  3.07061  1.74152  -0.044
Cl  -8.73099  1.70788  -1.02027  -0.101
Cl  6.86103  4.15086  -1.99834  -0.015
Cl  2.54876  4.70023  -0.82367  -0.083
H  -2.70229  1.25647  2.45721  0.256
O  -5.35748  0.54575  0.37810  -0.444
H  0.15169  1.51727  -0.63040  0.156
C  8.94609  2.20864  1.41869  0.323
Cl  5.93981  8.90580  -2.91051  -0.099
Cl  8.43866  2.56188  -3.85628  -0.107
Cl  9.90442  2.11555  2.91794  -0.098
N  -2.95808  -0.29248  0.22954  0.426
Cl  -4.43602  -4.99765  6.23311  -0.100
C  -3.43337  -6.21441  5.40326  0.338
O  -3.53255  -3.77103  0.14043  -0.298
Cl  9.87249  3.08617  0.17518  -0.064
H  -4.47803  1.91546  2.67413  0.314
H  -3.97381  0.09026  3.21585  0.244
C  -3.35864  -1.48741  -0.60675  0.178
C  -2.07812  0.68436  -0.51803  0.210
C  -0.78964  -7.45850  0.62716  0.279
Cl  0.75573  -6.70129  1.08860  -0.100
Cl  7.05545  6.76303  -4.53210  -0.082
Cl  8.58700  0.56218  0.84016  -0.117
Cl  7.21964  1.30102  -1.53462  -0.004
C  5.55463  7.59800  -4.05757  0.282
C  3.10719  3.14190  -0.16473  0.265
Cl  -2.67417  -7.28213  6.61091  -0.091
Cl  -8.06881  -0.77273  -2.38920  -0.119
Cl  3.17885  1.93504  -1.47362  -0.076
C  -7.91777  1.00189  -2.43980  0.332
C  -4.13217  0.37153  0.91335  0.301
C  -3.83555  0.96355  2.44866  -0.856
Cl  5.55196  2.21837  -3.73530  -0.094
Cl  -4.45655  -7.18373  4.31324  -0.107
Cl  4.72847  3.34433  0.54586  -0.007
H  -4.14286  -2.36988  1.53393  0.209
H  -3.74611  -1.34199  -1.70152  0.212
Cl  1.97272  2.58785  1.09250  -0.094
C  -2.10576  -3.33041  0.24109  0.541
Cl  -1.92435  -7.37596  1.99839  0.005
O  -1.11044  -3.87059  0.99425  -0.454
H  -0.29027  0.30212  0.84430  0.240
C  -4.26137  -2.48715  0.35272  -0.316
C  7.01779  2.55803  -2.78114  0.245
Cl  -1.48121  -6.59388  -0.76889  -0.093
Cl  -6.19397  1.45205  -2.42162  -0.038
H  -5.42635  -2.47743  0.24269  0.333
Cl  -2.16678  -5.39423  4.45589  -0.054
C  -0.42611  0.54686  -0.31543  -0.562
Cl  4.44780  6.43599  -3.28354  -0.020
Cl  4.77550  8.28708  -5.50420  -0.096
H  -0.11339  -0.42140  -0.89422  0.222

Calculated values
F_max: 10.28 eV/Å
HOMO energy: -0.389 hartree
SMILES string: CC(=O)N(C(C)=O)[C@@H]1COC(=O)O1.ClC(Cl)(Cl)Cl.ClC(Cl)(Cl)Cl.ClC(Cl)(Cl)Cl.ClC(Cl)(Cl)Cl.ClC(Cl)(Cl)Cl.ClC(Cl)(Cl)Cl.ClC(Cl)(Cl)Cl
DFT total energy: -13854.87465 a.u.


[3]
A structure of composition C29H25CoF6N6O5S4. Source: the OMol25 dataset; level of theory: ωB97M-V with the def2-TZVPD basis set.

Last column: Mulliken charge in e.
Geometry (Å):
F  -1.17122  2.38201  -0.10565  -0.068
H  3.34488  5.16976  -1.12385  0.381
O  -0.01495  4.84680  3.09667  -0.612
H  5.00031  3.40989  -0.60445  0.365
N  -1.88248  -4.22974  1.16919  0.249
C  2.15050  0.02512  -1.93239  -0.380
H  -3.65209  -3.45055  2.00185  0.397
H  -5.15565  0.69184  0.27494  0.352
N  1.68540  3.31277  2.03618  -0.274
Co  0.23168  -0.73278  0.36626  0.020
H  -5.20814  0.79526  -3.99547  0.359
S  0.88507  -1.71398  2.30955  -0.662
C  -4.70278  0.59024  -3.06194  -0.490
C  -1.29289  -3.80479  0.03456  -0.197
H  -2.88450  -0.07528  -3.98990  0.394
H  2.13323  -2.66578  -1.82472  0.029
H  4.43169  1.04311  -0.93350  0.583
N  -1.60435  -0.56435  1.13416  2.355
C  5.09537  -1.27471  -3.84168  -0.763
H  -0.17482  -4.26356  2.31776  0.290
H  3.70934  -4.20528  -2.89733  0.408
F  0.46010  3.52870  5.47300  -0.236
C  2.46405  1.42869  -1.69126  0.718
H  -3.83039  -4.99997  1.13552  0.313
C  -4.65487  0.52713  -0.67059  -1.750
C  -0.37036  -0.61659  -1.45754  0.019
H  4.35072  0.66129  -3.35687  0.444
C  -2.71048  -0.17862  -1.89602  1.127
C  -3.30337  0.04519  -0.61007  1.341
C  -2.80050  -0.15716  0.68154  -1.445
N  -1.55429  -0.55427  2.49137  -1.227
S  1.35868  4.44124  3.08240  0.915
H  5.62647  -3.32591  -4.20047  0.352
H  -1.98082  -2.73666  -1.55946  0.310
F  2.21766  2.46493  4.80112  -0.236
C  -3.53001  -3.27082  -0.18716  0.105
O  0.90336  1.15933  1.12182  -0.341
O  -0.03951  1.98210  3.24760  -0.639
C  3.11707  -0.87599  -2.49294  0.598
H  0.54628  2.16939  -2.30772  0.394
H  5.92816  -0.88186  -4.41542  0.361
H  -4.31204  -3.71985  -0.80735  0.390
C  -0.49730  -0.97818  3.08555  0.260
H  -6.35098  1.14362  -1.79050  0.362
O  2.34023  5.48593  3.07758  -0.751
S  0.51604  2.25569  1.95870  0.533
C  4.21699  -0.40440  -3.23656  -0.421
C  1.60448  3.65009  4.80357  0.705
C  -5.32818  0.78542  -1.83074  -0.617
O  -1.49417  -0.80878  -2.16869  -0.695
N  -2.24599  -3.40767  -0.84970  -0.061
H  -0.91008  -0.09126  4.81920  0.281
C  3.09974  4.12841  -1.27665  -0.475
H  -3.77975  -2.21816  -0.00701  -0.236
H  -3.50516  0.05783  1.48705  0.072
C  -3.39931  0.10509  -3.05683  -0.264
C  4.02541  3.13819  -0.98771  -0.907
C  3.71383  1.81018  -1.18968  -0.233
F  -0.42103  4.29736  0.48261  -0.257
C  -3.31391  -4.02696  1.13313  -0.649
C  4.92611  -2.64847  -3.72653  -0.383
H  -1.69685  -4.23560  3.23238  0.323
F  2.37822  4.46042  5.55802  -0.276
S  0.30784  -3.94612  -0.33003  -0.397
C  -0.84455  3.12001  0.95809  0.611
C  1.84682  3.76514  -1.74405  -0.484
H  -1.17430  -5.74191  2.43702  0.228
C  3.84542  -3.13521  -2.99937  -0.590
F  -1.95889  3.33618  1.64772  -0.247
C  -1.19600  -4.64783  2.35440  -0.908
C  0.86303  -0.39241  -1.64320  -0.443
H  1.11190  4.52864  -1.95616  0.366
N  -0.46437  -0.93305  4.47698  -0.606
C  1.52639  2.43797  -1.94030  -0.306
C  2.95858  -2.27267  -2.39769  -0.090
H  0.49029  -0.99377  4.80770  0.310

Calculated values
F_max: 1.64 eV/Å
Net charge: -2
HOMO energy (spin up / spin down): 0.002 / -0.075 hartree
Spin multiplicity: 5
DFT total energy: -5399.52307 a.u.


[4]
A structure of composition C3H6Br3OP. Source: the OMol25 dataset; level of theory: ωB97M-V with the def2-TZVPD basis set.

Last column: Mulliken charge in e.
Geometry (Å):
C  0.00121  0.13365  -0.38863  0.705
O  1.88177  -2.05318  -0.07665  -0.448
H  -1.56306  1.63785  -0.23482  0.377
C  1.00314  1.29085  -0.21286  -1.377
Br  -1.21969  -3.40505  -0.27157  -0.304
Br  0.72311  -1.38787  2.57367  -0.140
H  1.90503  0.90789  0.10088  0.467
H  -2.12550  -0.08478  -0.17676  0.467
H  1.18503  1.75519  -1.20034  0.353
P  0.67543  -1.49129  0.38724  0.656
H  -1.47144  0.55593  1.13669  0.434
Br  -0.15513  -0.36142  -2.22039  0.020
C  -1.33748  0.56294  0.12223  -1.591
H  0.49760  1.93928  0.46131  0.380

Calculated values
F_max: 4.69 eV/Å
Energy relative to the best compared isomer or geometry (same formula, charge and spin): 29.7 kcal/mol
HOMO energy: -0.364 hartree
DFT total energy: -8256.56006 a.u.


[5]
A cluster of 10 separate species, C10H37O10 in total. Source: the OMol25 dataset; level of theory: ωB97M-V with the def2-TZVPD basis set.

Last column: Mulliken charge in e.
Geometry (Å):
H  -5.38389  1.92584  -1.92323  0.094
C  2.45358  -6.21715  3.00836  -0.529
H  3.50133  -6.37863  3.26181  0.224
H  3.19153  4.34069  6.06815  0.271
O  2.91395  3.62532  5.49127  -0.469
C  2.69186  -5.27224  -3.53920  -0.490
C  -3.06283  5.60991  2.21361  -0.528
H  -0.23643  0.35726  0.54782  0.050
H  -4.87282  -3.55792  -0.90707  0.236
H  7.36930  -0.24810  2.69011  0.133
O  -3.77055  5.29152  3.42742  -0.474
H  -2.15383  6.17146  2.42922  0.223
O  -5.42522  -3.75667  1.10638  -0.489
O  -6.85814  2.13861  -0.57247  -0.908
H  1.61043  -5.13881  -3.56742  0.224
H  -6.54423  -3.85799  -0.64058  0.211
H  -4.83091  -4.34735  1.57487  0.294
H  1.92256  -7.06496  2.57554  0.225
H  2.70729  3.43497  3.45393  0.262
H  3.00934  -6.27277  -3.24552  0.206
H  0.18709  4.24044  -2.21245  0.265
O  1.65353  -5.59585  3.98962  -0.473
H  7.06203  -1.87499  2.16518  0.135
H  0.18285  -0.15359  -4.93970  0.218
O  0.24759  1.26902  -6.47020  -0.511
H  -1.23751  0.84165  -4.99002  0.270
H  -6.99269  2.30763  -2.58437  0.121
O  -0.87540  -0.52417  2.26389  -0.895
H  -2.80816  4.73459  1.61605  0.261
H  4.06097  4.33582  3.97291  0.252
C  6.62267  -1.04188  2.71381  -0.512
C  -0.48918  0.36519  -5.62333  -0.500
C  -5.55433  -4.11161  -0.26126  -0.485
H  3.07745  -4.65018  -2.73146  0.265
H  -6.65656  0.66951  -2.02230  0.087
H  -3.66246  6.22896  1.54629  0.239
H  4.23702  -5.37042  -4.65891  0.295
O  3.34740  -5.02404  -4.75986  -0.501
C  -6.45180  1.72433  -1.83918  -0.391
H  1.04552  5.13363  -3.42490  0.222
H  -1.19749  -0.99263  0.26352  0.101
H  -0.91789  -0.41410  -6.25342  0.224
H  2.48866  5.10601  3.99985  0.233
C  0.80922  5.12306  -2.36088  -0.510
C  -0.42277  -0.64067  0.94472  -0.375
H  -0.38579  1.90517  -6.81043  0.296
H  -5.45367  -5.18865  -0.39531  0.229
O  6.25397  -1.36130  4.03284  -0.911
H  5.81474  -0.58554  2.14188  0.155
H  0.49676  -1.19573  0.75908  0.131
O  1.98491  4.95023  -1.59278  -0.505
H  -3.59720  6.05322  3.98542  0.279
H  0.29363  6.06790  -2.18900  0.220
H  0.76245  -5.92664  3.85482  0.291
H  2.43099  4.17674  -1.94537  0.305
H  2.40285  -5.53335  2.16105  0.260
C  3.00825  4.16921  4.20120  -0.550

Calculated values
F_max: 3.01 eV/Å
Energy relative to the best compared isomer or geometry (same formula, charge and spin): 51.2 kcal/mol
Net charge: -3
HOMO energy: 0.083 hartree
DFT total energy: -1155.08987 a.u.


[6]
The molecule C10H13O2P. Source: the OMol25 dataset; level of theory: ωB97M-V with the def2-TZVPD basis set.

Last column: Mulliken charge in e.
Geometry (Å):
C  -2.77262  0.42861  1.14384  -0.428
C  -2.87690  1.61314  0.15697  -0.786
H  -2.11878  0.49993  1.99183  0.386
H  3.51084  -2.06012  1.10666  0.362
H  -3.73760  1.41077  -0.48084  0.261
O  -1.53881  -2.82254  -0.53705  -0.693
H  -0.58902  -1.57577  1.45036  0.132
O  -2.73306  -0.81949  0.39959  -0.312
H  -2.00629  1.80746  -0.46998  0.226
H  3.59780  2.09786  0.01707  0.268
P  -1.23094  -1.53443  0.13658  0.498
C  -0.78447  -0.04873  -1.97292  -1.411
H  4.87823  0.19853  0.73723  0.329
C  3.79467  -0.01226  0.60861  -0.672
H  -0.29551  0.52470  -2.70467  0.392
C  3.09029  1.06116  0.04047  -0.176
C  1.75905  -1.41063  0.15258  -0.616
H  -1.59176  -0.49176  -2.47084  0.361
C  -0.16110  -0.46732  -0.87693  0.799
C  3.10214  -1.20890  0.62059  -0.484
H  1.20417  1.77297  -0.98897  0.182
C  1.15696  -0.29002  -0.38493  0.773
H  -3.10364  2.54487  0.83315  0.305
C  1.86602  0.90050  -0.55774  -0.562
H  1.33753  -2.34043  0.27988  0.602
H  -3.75722  0.22188  1.76944  0.265

Calculated values
F_max: 5.05 eV/Å
Energy relative to the best compared isomer or geometry (same formula, charge and spin): 8.7 kcal/mol
HOMO energy: -0.339 hartree
SMILES string: C=C(c1ccccc1)[P@H](=O)OCC
DFT total energy: -880.63251 a.u.


Which value of F_max does entry 1 give?
3.32 eV/Å